Density functional theory data (ωB97M-V with the def2-TZVPD basis set) for a 4-piece molecular cluster, C23H49N3O7PS3 overall.

The geometry in XYZ format:
```
86
Properties=species:S:1:pos:R:3:forces:R:3:lowdin_spin:R:1
C 1.919 -0.458 2.740 -0.01 0.03 0.08 0.000
N 2.112 0.467 1.627 0.12 -0.06 -0.10 0.001
C 1.000 1.362 1.397 -0.07 0.14 0.05 0.002
C -0.028 0.990 0.288 0.24 0.06 -0.03 0.001
P -0.478 -0.785 0.393 -0.05 -0.06 0.11 0.000
N 0.570 -1.855 -0.034 -0.12 -0.12 -0.03 0.001
C -1.295 1.831 0.550 -0.12 -0.05 -0.05 0.019
C -1.912 2.514 -0.675 0.12 0.01 -0.10 0.025
C -2.615 1.526 -1.598 -0.01 0.05 -0.09 0.001
C -2.922 3.572 -0.247 -0.08 0.03 0.09 0.001
N -0.773 3.216 -1.332 0.09 -0.13 0.26 0.396
O -0.368 4.242 -0.684 -0.09 0.02 -0.13 0.501
C 0.284 2.395 -2.002 -0.12 0.09 0.12 0.024
C -0.193 1.954 -3.399 0.04 0.06 -0.03 0.008
C 1.508 3.294 -2.174 0.01 0.05 0.03 -0.002
C 0.657 1.173 -1.106 0.06 -0.12 -0.09 0.017
H 2.182 0.037 3.676 0.00 -0.04 0.01 0.000
H 2.547 -1.340 2.620 0.05 0.06 -0.04 0.000
H 0.885 -0.811 2.845 0.03 -0.05 0.00 0.000
H 2.379 -0.035 0.790 -0.14 0.00 0.01 0.000
H 0.467 1.472 2.346 0.00 -0.06 -0.01 0.000
H 1.355 2.367 1.126 0.00 0.00 0.05 0.001
H -1.638 -0.778 -0.411 0.01 -0.02 0.01 0.000
H -1.058 -0.875 1.679 -0.03 0.02 0.00 0.000
H 0.882 -2.473 0.707 0.09 0.07 -0.02 0.000
H -1.035 2.631 1.247 0.02 -0.02 -0.01 0.002
H -2.064 1.223 1.044 0.00 0.03 0.03 0.001
H -3.060 2.039 -2.451 0.02 0.00 -0.01 0.001
H -3.417 1.046 -1.035 -0.01 0.02 0.00 -0.001
H -1.974 0.739 -1.978 0.07 -0.05 0.02 0.000
H -2.527 4.204 0.545 0.01 0.02 -0.03 -0.001
H -3.180 4.210 -1.093 0.00 -0.03 -0.01 0.000
H -3.833 3.086 0.106 0.02 -0.02 0.02 0.000
H 0.653 1.949 -4.087 -0.02 -0.03 0.00 0.000
H -0.627 0.959 -3.413 -0.05 -0.03 -0.01 0.000
H -0.931 2.640 -3.813 0.04 0.07 0.03 0.002
H 2.011 3.476 -1.227 -0.04 0.05 0.02 0.000
H 2.203 2.802 -2.854 0.05 -0.03 0.06 0.000
H 1.224 4.259 -2.592 0.01 -0.04 -0.09 -0.001
H 0.548 0.262 -1.702 -0.08 0.02 -0.01 0.001
H 1.729 1.239 -0.912 0.01 -0.07 -0.03 0.001
C 1.374 -2.332 -6.221 0.00 -0.01 0.01 0.000
C 0.965 -2.148 -7.688 -0.01 0.00 0.00 0.000
C -0.333 -1.336 -7.700 0.01 0.00 -0.02 0.000
S -0.287 -0.307 -6.219 -0.01 -0.03 0.02 0.000
O -1.357 -0.713 -5.340 -0.02 -0.01 -0.02 0.000
O -0.143 1.080 -6.577 0.01 0.00 -0.03 0.000
C 1.256 -0.957 -5.576 0.01 0.01 0.02 0.000
H 2.386 -2.725 -6.128 -0.01 -0.01 -0.01 0.000
H 0.697 -3.030 -5.724 0.00 0.00 0.00 0.000
H 1.747 -1.604 -8.220 0.00 0.01 0.01 0.000
H 0.828 -3.104 -8.192 0.01 0.01 -0.01 0.000
H -0.435 -0.673 -8.556 -0.01 -0.01 0.00 0.000
H -1.218 -1.962 -7.608 0.00 0.00 0.02 0.000
H 1.188 -0.965 -4.490 -0.01 0.01 0.00 0.000
H 2.048 -0.282 -5.902 0.00 0.00 0.00 0.000
C -0.084 4.192 6.933 0.01 0.00 0.00 0.000
C -0.911 4.507 5.679 0.01 0.00 -0.01 0.000
C -0.355 3.648 4.540 -0.01 0.00 -0.01 0.000
S 0.327 2.172 5.321 -0.02 0.05 -0.05 0.000
O 1.753 2.157 5.114 0.01 0.00 0.02 0.000
O -0.461 1.016 4.971 -0.02 -0.01 0.00 0.000
C -0.001 2.672 7.010 -0.03 0.00 0.01 0.000
H -0.537 4.609 7.832 0.00 0.01 -0.01 0.000
H 0.920 4.612 6.838 0.00 0.00 0.00 0.000
H -1.957 4.252 5.859 0.00 -0.01 0.00 0.000
H -0.869 5.565 5.422 -0.01 0.00 0.01 0.000
H -1.106 3.325 3.823 0.01 0.01 -0.01 0.000
H 0.473 4.126 4.019 0.01 -0.01 0.01 0.000
H 0.805 2.286 7.631 0.00 -0.01 -0.01 0.000
H -0.951 2.224 7.301 0.00 0.00 0.00 0.000
C -0.973 -5.964 1.240 -0.01 0.02 -0.01 0.000
C 0.157 -6.935 0.870 0.00 0.01 -0.01 0.000
C 1.468 -6.311 1.355 0.02 -0.02 0.00 0.000
S 1.034 -5.291 2.778 -0.06 -0.06 -0.08 0.000
O 1.280 -3.911 2.436 0.06 0.13 0.03 0.000
O 1.585 -5.841 3.987 0.00 0.00 0.01 0.000
C -0.733 -5.579 2.694 -0.01 -0.01 0.01 0.000
H -1.954 -6.418 1.108 0.00 0.00 -0.01 0.000
H -0.925 -5.074 0.609 0.01 0.01 0.00 0.000
H -0.005 -7.893 1.368 0.00 0.01 0.01 0.000
H 0.192 -7.122 -0.202 -0.01 -0.01 0.00 0.000
H 2.212 -7.033 1.683 0.00 0.00 -0.01 0.000
H 1.902 -5.634 0.621 -0.01 0.02 0.01 0.000
H -1.230 -4.667 3.016 0.01 0.00 0.01 0.000
H -0.959 -6.395 3.381 0.00 0.00 -0.01 0.000
```
Positions in Å, forces in eV/Å.

The spin multiplicity is 2. The gap between HOMO and LUMO (alpha / beta) comes out at 8.30 / 8.36 eV. As for the electronic energy: -85239.4117 eV. As for the HOMO energy (alpha / beta): -7.71 / -7.77 eV.

---

Density functional theory data (ωB97M-V with the def2-TZVPD basis set) for C23H49N3OP4Pt as an isolated structure.

The geometry in XYZ format:
```
81
Properties=species:S:1:pos:R:3:forces:R:3:lowdin_spin:R:1
Pt 0.656 0.477 0.039 -1.63 -0.47 -0.90 0.592
P 2.303 1.050 1.362 4.66 1.71 3.02 0.212
P -0.168 2.457 -0.930 -0.25 1.57 -0.70 0.253
P 2.133 -0.217 -1.687 2.54 0.22 -1.21 0.058
H -0.190 -4.354 0.689 0.08 0.12 -0.05 0.000
C 0.890 -4.476 0.698 0.84 -0.77 0.26 0.005
C 1.646 -4.118 1.749 0.03 0.05 -0.94 0.005
H 1.247 -3.573 2.605 0.04 -0.22 -0.08 0.000
C 2.130 1.235 3.179 -0.80 -0.17 0.14 0.033
C 3.043 2.705 1.017 -0.28 0.08 -0.44 0.046
C 3.835 -0.002 1.449 -0.56 -0.28 -0.44 0.041
C -1.627 2.348 -1.996 0.04 -0.69 0.25 0.051
C -0.614 3.653 0.361 0.11 -0.20 0.22 0.042
C 1.020 3.344 -1.975 0.17 -0.21 0.21 0.037
C 2.827 -1.852 -1.297 -0.16 -0.01 0.24 0.024
C 3.619 0.878 -1.957 -0.33 0.13 0.45 0.012
C 1.532 -0.332 -3.388 -0.75 0.02 0.34 0.011
H 1.330 -5.129 -0.098 -0.48 0.78 0.67 0.000
H 2.716 -4.371 1.765 -0.54 0.12 0.14 0.000
H 1.840 0.275 3.617 0.07 0.10 0.07 0.000
H 1.382 1.995 3.427 0.17 -0.06 0.03 0.000
H 3.080 1.538 3.648 -0.22 -0.11 -0.48 0.007
H 2.271 3.482 0.993 0.18 -0.09 0.02 0.000
H 3.584 2.715 0.066 -0.13 0.01 0.14 0.000
H 3.754 2.968 1.812 -0.19 -0.27 -0.11 0.009
H 3.552 -0.997 1.792 0.05 -0.10 0.04 0.000
H 4.532 0.419 2.179 -0.26 0.21 -0.04 0.008
H 4.358 -0.092 0.500 -0.05 -0.06 0.12 0.000
H -2.008 3.357 -2.174 0.06 -0.01 0.03 0.011
H -2.379 1.717 -1.515 0.04 0.28 -0.31 0.001
H -1.329 1.886 -2.941 -0.15 0.07 0.05 0.000
H -0.755 4.624 -0.126 -0.02 -0.05 0.12 0.010
H 0.185 3.734 1.105 -0.20 0.11 -0.11 0.002
H -1.546 3.366 0.860 0.18 0.13 -0.11 0.000
H 0.534 4.276 -2.283 0.06 -0.06 -0.03 0.010
H 1.258 2.755 -2.867 -0.02 0.16 0.11 0.000
H 1.932 3.584 -1.422 -0.13 0.02 -0.16 0.000
H 3.617 -2.112 -2.012 -0.14 0.16 0.05 0.003
H 2.027 -2.601 -1.348 0.19 0.09 0.03 0.001
H 3.239 -1.863 -0.281 -0.12 -0.09 -0.32 0.000
H 4.203 0.469 -2.791 -0.23 -0.14 0.16 0.001
H 4.261 0.912 -1.074 -0.12 0.07 -0.31 0.000
H 3.322 1.900 -2.229 0.03 -0.34 0.08 0.000
H 2.366 -0.279 -4.099 -0.14 -0.03 0.27 0.001
H 0.825 0.486 -3.567 0.10 -0.22 -0.24 0.000
H 1.011 -1.291 -3.467 0.02 0.24 -0.29 0.002
C -1.740 -1.331 -2.418 0.52 -1.77 -1.66 0.159
C -2.713 -0.911 -3.367 -0.31 0.57 -0.07 0.150
C -2.765 -1.422 -4.633 -0.84 0.77 0.60 0.020
C -1.942 -2.489 -4.997 -0.17 -0.07 -0.75 0.267
C -1.072 -3.049 -4.057 0.71 -0.45 1.37 0.027
C -0.976 -2.517 -2.769 0.17 -0.56 -0.66 0.155
O -1.559 -0.631 -1.406 0.46 0.59 1.60 0.414
H 0.522 -0.804 -0.846 -0.65 -1.33 -0.61 0.144
H -3.307 -0.095 -2.970 -0.36 0.02 -0.65 0.005
H -3.490 -0.994 -5.310 0.05 -0.14 -0.26 -0.002
H -2.023 -2.881 -6.016 0.17 -0.01 0.42 0.010
H -0.486 -3.935 -4.343 -0.29 0.48 0.27 -0.002
H -0.348 -2.994 -2.002 -0.20 0.24 -0.37 0.007
C -2.394 -0.856 4.143 -0.14 -1.02 1.49 0.015
N -2.284 0.603 3.902 -0.07 -1.32 -2.61 0.495
C -3.503 1.088 3.222 -1.26 0.72 0.32 0.020
N -3.782 0.356 1.961 0.60 -0.35 0.73 0.096
C -3.869 -1.093 2.250 -0.26 0.05 0.16 0.022
N -2.643 -1.608 2.895 0.15 1.57 -0.24 0.182
C -1.492 -1.569 1.996 0.02 -0.45 0.45 0.043
P -1.147 0.166 1.517 0.26 0.44 -0.51 0.150
C -1.070 0.962 3.201 -0.08 0.38 0.88 0.065
C -2.824 0.685 0.924 0.18 0.24 0.26 0.025
H -3.242 -1.007 4.830 0.38 -0.06 -0.24 0.001
H -1.463 -1.236 4.588 -0.37 0.25 0.04 0.001
H -3.398 2.161 2.996 -0.09 -0.37 0.23 0.002
H -4.340 0.918 3.916 0.19 0.19 -0.29 0.002
H -4.043 -1.646 1.314 -0.03 0.19 0.35 0.006
H -4.707 -1.247 2.948 0.25 -0.03 -0.36 0.001
H -0.608 -2.000 2.490 -0.24 0.00 -0.22 0.000
H -1.708 -2.126 1.074 0.10 0.04 0.20 0.009
H -0.991 2.058 3.110 -0.11 -0.32 -0.09 0.008
H -0.205 0.596 3.768 -0.27 -0.03 -0.25 0.005
H -2.980 0.137 -0.021 -0.18 0.18 0.47 0.008
H -2.852 1.768 0.724 -0.05 -0.44 0.03 0.000
```
Positions in Å, forces in eV/Å.

Its total charge is +4. The spin multiplicity is 5. The gap between HOMO and LUMO (alpha / beta) comes out at 8.20 / 4.63 eV. As for the electronic energy: -71522.2689 eV. As for the HOMO energy (alpha / beta): -19.46 / -19.62 eV.

---

What are the energy relative to the best compared isomer or geometry (same formula, charge and spin) values for these records? In order: 0.0 38.6 kcal per mole.